This record from the OMol25 dataset describes a cluster of 10 separate species, C71H81BrI2N3O5P2 in total in a non-equilibrium geometry. The level of theory is ωB97M-V/def2-TZVPD.

The total energy is -7146.33604 a.u. Its lowest unoccupied orbital energy is -4.40 eV. Its HOMO energy is -10.61 eV. The calculation puts the orbital gap at 6.213 eV.

Geometry as ORCA input:
```
! RIJCOSX wB97M-V def2-TZVPD def2/J DEFGRID3
* xyz 1 1
C 7.605 -4.357 -0.099
C 7.570 -3.011 0.552
O 7.463 -1.983 -0.414
C 7.794 -0.707 0.081
C 6.850 -0.158 1.134
C 5.582 0.539 0.591
C 5.136 0.066 -0.785
C 3.652 0.342 -1.099
C 2.735 -0.446 -0.233
C 2.475 -1.828 -0.445
P 3.287 -2.810 -1.796
N 4.423 -3.717 -1.246
C 1.584 -2.520 0.400
C 1.337 -3.946 0.133
I 2.511 -5.198 1.326
C 0.491 -4.414 -0.769
C 0.236 -5.826 -1.095
I -0.596 -3.006 -1.858
C 0.948 -1.820 1.481
P -0.260 -2.656 2.601
N -0.588 -4.126 2.326
O -1.523 -1.721 2.418
O 0.327 -2.323 4.040
C 1.267 -0.458 1.700
C 0.716 0.383 2.820
C 1.694 0.667 3.963
O 2.360 1.610 3.988
O 1.602 -0.186 4.977
N 2.131 0.171 0.832
Br 2.456 1.999 1.100
H 6.983 -4.381 -0.980
H 7.184 -5.076 0.591
H 8.601 -4.672 -0.379
H 6.689 -2.978 1.187
H 8.458 -2.872 1.166
H 8.805 -0.720 0.488
H 7.814 -0.044 -0.774
H 7.404 0.570 1.711
H 6.546 -0.934 1.822
H 5.738 1.610 0.597
H 4.786 0.343 1.301
H 5.701 0.555 -1.566
H 5.310 -1.003 -0.839
H 3.411 1.391 -1.088
H 3.474 0.014 -2.109
H 3.745 -1.834 -2.680
H 2.207 -3.429 -2.417
H 4.280 -4.702 -1.422
H -0.485 -5.931 -1.888
H 1.158 -6.288 -1.433
H -0.110 -6.352 -0.212
H -0.403 -4.795 3.057
H -1.306 -1.007 1.804
H 0.621 -3.145 4.452
H -0.140 -0.089 3.270
H 0.381 1.331 2.425
H 1.879 -1.077 4.730
C -6.626 0.055 1.610
C -6.438 0.636 2.858
C -5.343 0.276 3.634
C -4.425 -0.646 3.146
C -4.611 -1.218 1.893
C -5.717 -0.875 1.131
H -7.482 0.333 1.010
H -7.147 1.367 3.226
H -5.201 0.718 4.611
H -3.568 -0.924 3.745
H -3.899 -1.935 1.512
H -5.867 -1.328 0.159
C -4.959 3.064 -1.681
C -3.718 2.822 -2.257
C -2.670 2.358 -1.474
C -2.870 2.125 -0.119
C -4.111 2.361 0.455
C -5.154 2.837 -0.325
H -5.775 3.431 -2.291
H -3.568 2.999 -3.314
H -1.701 2.178 -1.922
H -2.054 1.755 0.494
H -4.268 2.170 1.509
H -6.120 3.022 0.124
C 1.468 4.983 3.658
C 2.168 5.785 2.766
C 1.673 7.033 2.418
C 0.482 7.481 2.969
C -0.219 6.681 3.860
C 0.272 5.431 4.203
H 1.860 4.012 3.936
H 3.108 5.442 2.349
H 2.218 7.660 1.724
H 0.100 8.458 2.706
H -1.146 7.035 4.290
H -0.272 4.808 4.901
C -8.089 6.372 -6.370
C -6.852 6.112 -6.943
C -5.812 5.633 -6.160
C -6.011 5.408 -4.805
C -7.249 5.665 -4.232
C -8.287 6.150 -5.014
H -8.900 6.748 -6.980
H -6.699 6.284 -8.000
H -4.845 5.436 -6.606
H -5.201 5.032 -4.193
H -7.404 5.490 -3.175
H -9.251 6.355 -4.568
C -9.137 5.660 1.850
C -7.894 5.438 1.274
C -6.845 4.967 2.051
C -7.039 4.712 3.401
C -8.282 4.931 3.976
C -9.330 5.408 3.201
H -9.955 6.030 1.247
H -7.742 5.634 0.220
H -5.873 4.801 1.605
H -6.220 4.342 4.005
H -8.435 4.733 5.029
H -10.299 5.583 3.650
C 5.957 -9.172 4.142
C 6.006 -10.160 3.168
C 5.287 -10.015 1.991
C 4.519 -8.878 1.783
C 4.474 -7.894 2.758
C 5.188 -8.036 3.939
H 6.517 -9.288 5.060
H 6.608 -11.044 3.327
H 5.324 -10.787 1.235
H 3.959 -8.761 0.864
H 3.875 -7.005 2.592
H 5.146 -7.265 4.698
C -0.929 8.402 -2.386
C -1.308 8.863 -3.638
C -2.414 8.315 -4.272
C -3.143 7.312 -3.649
C -2.765 6.853 -2.396
C -1.656 7.396 -1.765
H -0.065 8.829 -1.894
H -0.743 9.650 -4.120
H -2.709 8.670 -5.251
H -4.004 6.888 -4.142
H -3.335 6.069 -1.911
H -1.358 7.035 -0.790
C 9.913 -3.845 -3.499
C 8.667 -3.234 -3.541
C 8.064 -2.988 -4.766
C 8.698 -3.355 -5.944
C 9.943 -3.967 -5.900
C 10.552 -4.210 -4.676
H 10.389 -4.037 -2.546
H 8.172 -2.950 -2.621
H 7.093 -2.508 -4.802
H 8.223 -3.164 -6.898
H 10.438 -4.254 -6.817
H 11.524 -4.683 -4.641
C -3.803 -5.480 0.750
C -3.982 -4.799 -0.445
C -4.915 -5.248 -1.370
C -5.674 -6.377 -1.099
C -5.498 -7.059 0.097
C -4.561 -6.611 1.019
H -3.071 -5.126 1.465
H -3.398 -3.914 -0.665
H -5.053 -4.717 -2.304
H -6.404 -6.725 -1.818
H -6.091 -7.938 0.311
H -4.424 -7.145 1.950
*
```

Mulliken atomic charge list, values in e, 2 entries: -1.513, -0.020

=====

This record from the OMol25 dataset describes a cluster of 13 separate species, C71H83BrClF2N12O2PS in total in a non-equilibrium geometry. The level of theory is ωB97M-V/def2-TZVPD.

The total energy is -7536.21348 a.u. Its lowest unoccupied orbital energy is -1.44 eV. Its HOMO energy is -8.05 eV. The calculation puts the orbital gap at 6.607 eV.

Geometry as ORCA input:
```
! RIJCOSX wB97M-V def2-TZVPD def2/J DEFGRID3
* xyz 0 1
C -0.358 -2.518 2.130
C -1.757 -3.088 1.831
C -1.890 -3.772 0.477
F -1.239 -4.990 0.474
C -1.465 -2.873 -0.666
C -0.170 -2.888 -1.213
C 0.916 -3.838 -0.731
C 2.333 -3.206 -0.696
C 3.197 -3.598 -1.902
C 3.062 -3.669 0.575
C 0.185 -2.002 -2.224
C -0.740 -1.096 -2.698
C -2.038 -1.098 -2.187
C -2.429 -1.972 -1.173
C -3.845 -1.900 -0.652
C -4.802 -2.885 -1.352
F -4.301 -3.345 -2.543
C -2.959 -0.094 -2.780
O -4.103 -0.314 -3.068
C -2.317 1.241 -3.042
C -1.011 1.226 -3.529
C -0.326 2.404 -3.763
C -0.967 3.600 -3.477
Cl -0.056 5.054 -3.727
C -2.276 3.635 -2.982
Br -3.066 5.303 -2.571
C -2.983 2.440 -2.761
P -4.677 2.516 -2.082
S -4.723 2.608 -0.134
C -0.389 -0.108 -3.736
O 0.355 -0.343 -4.649
H 0.264 -2.449 1.247
H -0.461 -1.497 2.496
H 0.176 -3.054 2.909
H -2.038 -3.775 2.626
H -2.461 -2.267 1.906
H -2.944 -4.004 0.333
H 0.944 -4.717 -1.372
H 0.710 -4.177 0.272
H 2.258 -2.122 -0.610
H 4.242 -3.519 -1.608
H 3.036 -2.962 -2.768
H 3.016 -4.640 -2.151
H 3.300 -4.729 0.541
H 3.963 -3.064 0.671
H 2.463 -3.448 1.460
H 1.177 -1.997 -2.646
H -3.843 -2.138 0.405
H -4.238 -0.897 -0.744
H -5.022 -3.720 -0.689
H -5.742 -2.374 -1.549
H 0.686 2.395 -4.135
H -5.276 3.621 -2.701
H -5.451 1.438 -2.496
N 2.456 -0.921 3.757
C 3.390 -1.805 4.225
C 3.564 -1.569 5.564
C 2.694 -0.505 5.919
C 2.024 -0.127 4.783
H 2.139 -0.866 2.806
H 3.848 -2.524 3.565
H 4.238 -2.099 6.215
H 2.575 -0.065 6.895
H 1.283 0.637 4.616
N 6.361 -0.899 2.747
C 7.545 -1.421 3.188
C 8.553 -0.862 2.447
C 7.951 0.038 1.528
C 6.600 -0.004 1.741
H 5.454 -1.135 3.110
H 7.570 -2.144 3.985
H 9.604 -1.071 2.554
H 8.456 0.650 0.799
H 5.790 0.523 1.265
N 6.695 -0.106 -4.311
C 7.188 -0.262 -3.044
C 6.130 -0.246 -2.176
C 4.951 -0.076 -2.954
C 5.333 0.005 -4.267
H 7.249 -0.077 -5.147
H 8.245 -0.371 -2.870
H 6.194 -0.345 -1.105
H 3.938 -0.020 -2.590
H 4.757 0.131 -5.167
N 3.039 -7.625 2.139
C 3.521 -8.905 2.110
C 2.651 -9.664 1.375
C 1.602 -8.807 0.941
C 1.872 -7.557 1.427
H 3.474 -6.854 2.611
H 4.437 -9.164 2.612
H 2.753 -10.716 1.170
H 0.750 -9.079 0.341
H 1.334 -6.628 1.328
N -0.544 -0.337 7.372
C -0.852 0.890 7.892
C -1.442 0.695 9.113
C -1.488 -0.707 9.341
C -0.925 -1.316 8.249
H -0.101 -0.496 6.484
H -0.626 1.793 7.352
H -1.799 1.469 9.770
H -1.889 -1.209 10.205
H -0.763 -2.357 8.023
N 0.604 -2.862 -6.095
C 1.145 -4.112 -5.979
C 0.333 -4.989 -6.650
C -0.739 -4.234 -7.197
C -0.540 -2.926 -6.838
H 0.985 -2.022 -5.694
H 2.057 -4.272 -5.429
H 0.489 -6.051 -6.740
H -1.560 -4.608 -7.786
H -1.114 -2.040 -7.046
N -9.463 0.813 -4.619
C -8.843 1.967 -5.017
C -7.498 1.802 -4.836
C -7.297 0.496 -4.309
C -8.527 -0.092 -4.191
H -10.453 0.654 -4.637
H -9.411 2.801 -5.389
H -6.739 2.536 -5.054
H -6.355 0.040 -4.050
H -8.816 -1.067 -3.839
N 8.291 4.668 2.954
C 7.817 3.482 2.460
C 7.173 2.829 3.475
C 7.260 3.657 4.629
C 7.954 4.783 4.275
H 8.807 5.348 2.429
H 7.979 3.207 1.432
H 6.695 1.871 3.404
H 6.858 3.448 5.606
H 8.235 5.651 4.846
N -4.684 -1.777 8.439
C -4.879 -2.828 9.291
C -6.157 -2.744 9.778
C -6.757 -1.596 9.193
C -5.822 -1.023 8.371
H -3.830 -1.586 7.946
H -4.095 -3.542 9.478
H -6.611 -3.428 10.476
H -7.757 -1.234 9.358
H -5.870 -0.147 7.748
N 2.801 5.302 -6.027
C 3.846 4.718 -5.363
C 5.005 5.107 -5.979
C 4.645 5.962 -7.056
C 3.280 6.064 -7.058
H 1.833 5.188 -5.792
H 3.676 4.080 -4.512
H 6.000 4.813 -5.690
H 5.313 6.447 -7.748
H 2.611 6.610 -7.701
N -9.830 3.982 -1.103
C -10.118 5.292 -0.834
C -10.660 5.844 -1.964
C -10.701 4.824 -2.954
C -10.184 3.687 -2.391
H -9.418 3.336 -0.456
H -9.913 5.717 0.134
H -10.989 6.863 -2.070
H -11.069 4.916 -3.962
H -10.036 2.701 -2.791
N -0.415 9.030 -1.442
C -0.067 7.706 -1.451
C 0.858 7.511 -0.460
C 1.072 8.765 0.174
C 0.272 9.681 -0.454
H -1.073 9.458 -2.065
H -0.501 7.018 -2.156
H 1.328 6.573 -0.214
H 1.738 8.970 0.996
H 0.134 10.735 -0.283
*
```

Mulliken atomic charge list, values in e, 2 entries: -0.574, -0.799